Entry 1:
DFT (ωB97M-V with the def2-TZVPD basis set) results for C3H2N2OS2 in the gas phase.

```
10
Properties=species:S:1:pos:R:3:nbo_charge:R:1
C -1.19100 -1.12757 -0.36425 -0.086
C 2.11313 -1.19360 0.25722 0.316
C 0.68681 0.51952 -0.18260 0.308
H -1.01179 -2.30241 -0.70968 0.247
H 3.06883 -1.50284 0.82310 0.251
N 0.11340 -0.69021 -0.22618 -0.336
N 0.99211 -1.82629 -0.02522 -0.248
O 1.94677 0.24881 0.06215 -0.443
S -2.47709 -0.17766 0.22152 0.034
S 0.28813 2.06767 -0.04108 -0.045
```

Output
* E_HOMO: -8.622 eV
* relative energy (zero: lowest compared OMol25 entry of this formula, charge and spin): 60.4 kcal per mole
* SMILES string: S=Cn1ncoc1=S
* HOMO-LUMO gap: 0.2814 hartree

Entry 2:
DFT (ωB97M-V with the def2-TZVPD basis set) results for C3H2N3PS in the gas phase.

```
10
Properties=species:S:1:pos:R:3:nbo_charge:R:1
C 0.06268 0.97434 -0.42108 -0.051
C -1.09969 0.83792 0.33299 -0.338
C -1.36593 -0.56868 0.49904 -0.357
N 0.54439 -0.20445 -0.66702 -0.193
N -2.23146 3.17129 1.55315 -0.693
N -0.29251 -1.12994 -0.17462 -0.330
P -2.40524 -1.31261 1.66226 0.414
S -2.52367 1.93684 0.81414 0.911
H 0.51186 1.82750 -0.68724 0.218
H 0.07110 -2.07120 -0.02826 0.419
```

Output
* E_HOMO (spin up / spin down): -8.300 / -8.813 eV
* relative energy (zero: lowest compared OMol25 entry of this formula, charge and spin): 81.1 kcal per mole
* HOMO-LUMO gap (spin up / spin down): 0.2308 / 0.2438 hartree